The following is a quantum chemistry calculation of a 9-piece molecular cluster, C36H99N9O9 overall at a distorted geometry, from the OMol25 dataset.

## Properties
SMILES	COC[C@H](C)N.COC[C@H](C)N.COC[C@H](C)N.COC[C@H](C)N.COC[C@H](C)N.COC[C@H](C)N.COC[C@H](C)N.COC[C@H](C)N.COC[C@H](C)N
F_max	2.584	eV Å⁻¹

Structure (ORCA input):
```
! RIJCOSX wB97M-V def2-TZVPD def2/J DEFGRID3
* xyz 0 1
C 2.85 -1.34 5.46
O 2.11 -1.19 4.27
C 2.74 -0.35 3.33
C 3.08 1.04 3.98
C 1.90 1.87 4.45
N 3.88 1.76 3.00
H 2.68 -0.51 6.14
H 3.87 -1.64 5.23
H 2.47 -2.18 6.04
H 3.66 -0.82 2.98
H 2.04 -0.34 2.50
H 3.78 0.94 4.81
H 1.28 1.16 5.00
H 1.29 2.30 3.66
H 2.05 2.74 5.08
H 4.75 1.26 3.00
H 4.07 2.64 3.46
C -0.59 -5.58 1.38
O -1.77 -5.46 0.59
C -2.07 -4.12 0.23
C -3.23 -3.90 -0.74
C -3.49 -2.43 -1.03
N -4.47 -4.55 -0.25
H 0.25 -5.06 0.91
H -0.41 -6.65 1.43
H -0.76 -5.44 2.45
H -2.42 -3.59 1.12
H -1.20 -3.66 -0.23
H -2.96 -4.52 -1.60
H -3.60 -1.87 -0.11
H -4.42 -2.25 -1.58
H -2.68 -1.91 -1.53
H -4.26 -5.52 -0.09
H -4.81 -4.11 0.59
C -1.13 -0.27 1.83
O -0.85 -0.53 0.45
C 0.16 0.30 -0.08
C 0.27 0.16 -1.61
C 0.77 -1.20 -2.06
N 1.27 1.10 -2.14
H -0.40 -0.70 2.52
H -2.10 -0.73 2.02
H -1.23 0.81 1.91
H 0.04 1.34 0.22
H 1.09 0.07 0.44
H -0.71 0.37 -2.05
H 0.54 -1.44 -3.09
H 0.29 -1.96 -1.43
H 1.83 -1.35 -1.88
H 1.42 0.81 -3.09
H 2.21 1.07 -1.79
C 3.41 2.72 -0.16
O 3.68 1.46 -0.84
C 4.15 0.44 0.05
C 4.76 -0.72 -0.79
C 4.95 -1.99 0.04
N 6.05 -0.37 -1.42
H 2.91 3.35 -0.89
H 4.18 3.24 0.41
H 2.69 2.56 0.65
H 4.91 0.79 0.75
H 3.23 0.14 0.56
H 4.00 -0.96 -1.53
H 5.38 -2.79 -0.57
H 4.05 -2.36 0.52
H 5.58 -1.70 0.88
H 6.76 -0.37 -0.71
H 6.14 0.60 -1.67
C 4.26 2.53 -3.91
O 4.57 2.30 -5.27
C 5.98 2.36 -5.53
C 6.27 2.08 -7.05
C 5.82 0.78 -7.62
N 7.68 2.37 -7.32
H 3.21 2.79 -3.75
H 4.97 3.15 -3.37
H 4.42 1.62 -3.35
H 6.40 3.32 -5.23
H 6.50 1.63 -4.92
H 5.72 2.74 -7.71
H 4.74 0.79 -7.51
H 6.26 -0.08 -7.12
H 6.05 0.80 -8.68
H 7.98 1.79 -8.10
H 8.37 2.19 -6.61
C 2.86 -0.54 -5.05
O 1.72 0.28 -4.76
C 1.30 1.00 -5.87
C 0.23 2.04 -5.50
C -1.17 1.47 -5.25
N 0.13 3.01 -6.60
H 2.58 -1.34 -5.73
H 3.21 -1.11 -4.19
H 3.71 -0.05 -5.53
H 2.14 1.58 -6.25
H 1.01 0.29 -6.65
H 0.64 2.55 -4.63
H -1.96 2.08 -4.82
H -1.10 0.58 -4.62
H -1.65 1.15 -6.17
H 1.10 3.06 -6.89
H 0.17 3.95 -6.22
C -4.00 1.45 8.06
O -4.30 0.76 6.88
C -5.29 1.48 6.11
C -5.50 0.85 4.70
C -4.27 1.09 3.78
N -6.69 1.35 4.04
H -4.80 1.35 8.80
H -3.77 2.52 8.00
H -3.06 1.05 8.42
H -6.19 1.43 6.72
H -5.02 2.53 6.05
H -5.67 -0.23 4.72
H -4.37 0.64 2.79
H -3.40 0.59 4.21
H -4.02 2.13 3.57
H -7.60 0.97 4.30
H -6.58 1.23 3.04
C -0.19 4.38 2.14
O -1.02 4.73 1.01
C -0.25 4.41 -0.18
C -1.23 4.39 -1.34
C -2.36 3.41 -1.17
N -0.52 4.07 -2.55
H 0.03 3.32 2.10
H -0.66 4.63 3.09
H 0.72 4.98 2.16
H 0.55 5.13 -0.37
H 0.24 3.44 -0.11
H -1.60 5.40 -1.50
H -1.92 2.49 -0.81
H -2.91 3.22 -2.09
H -3.00 3.78 -0.37
H -1.07 3.83 -3.37
H -0.11 3.15 -2.42
C -4.36 -2.67 3.24
O -4.89 -3.71 2.45
C -5.44 -4.69 3.32
C -6.22 -5.77 2.60
C -7.64 -5.29 2.02
N -6.48 -6.78 3.58
H -4.93 -2.26 4.06
H -4.04 -1.84 2.60
H -3.47 -3.03 3.76
H -4.61 -5.09 3.91
H -6.13 -4.16 3.98
H -5.61 -6.21 1.80
H -8.22 -4.65 2.69
H -8.26 -6.17 1.84
H -7.49 -4.69 1.12
H -5.56 -7.07 3.86
H -6.83 -7.62 3.14
*
```

The following is a quantum chemistry calculation of a 9-piece molecular cluster, C36H99N9O9 overall at a distorted geometry, from the OMol25 dataset.

## Properties
SMILES	COC[C@H](C)N.COC[C@H](C)N.COC[C@H](C)N.COC[C@H](C)N.COC[C@H](C)N.COC[C@H](C)N.COC[C@H](C)N.COC[C@H](C)N.COC[C@H](C)N
F_max	3.184	eV Å⁻¹

Structure (ORCA input):
```
! RIJCOSX wB97M-V def2-TZVPD def2/J DEFGRID3
* xyz 0 1
C -1.26 -22.42 11.61
O -1.18 -21.04 11.25
C -2.23 -20.62 10.44
C -1.89 -20.90 8.96
C -0.64 -20.20 8.45
N -3.12 -20.57 8.22
H -0.34 -22.68 12.21
H -1.37 -23.08 10.75
H -2.09 -22.60 12.33
H -3.21 -21.09 10.68
H -2.43 -19.57 10.56
H -1.76 -21.96 8.83
H -0.37 -20.51 7.44
H 0.25 -20.36 9.10
H -0.85 -19.12 8.52
H -3.29 -19.56 8.16
H -3.10 -21.00 7.30
C -9.80 -17.37 4.78
O -10.10 -18.46 5.60
C -10.37 -18.09 6.96
C -10.62 -19.31 7.81
C -11.42 -18.98 9.06
N -9.41 -20.03 8.20
H -8.88 -16.80 5.12
H -10.53 -16.58 4.73
H -9.55 -17.75 3.80
H -9.53 -17.56 7.42
H -11.27 -17.42 6.93
H -11.29 -19.99 7.25
H -12.29 -18.34 8.83
H -10.76 -18.46 9.79
H -11.85 -19.84 9.50
H -8.89 -19.48 8.89
H -8.78 -20.35 7.51
C -8.95 -15.24 9.73
O -8.74 -16.60 9.48
C -7.42 -16.94 9.17
C -6.74 -17.40 10.43
C -5.19 -17.41 10.40
N -7.17 -18.67 10.94
H -8.55 -14.83 10.68
H -10.03 -15.07 9.76
H -8.49 -14.57 8.94
H -7.46 -17.75 8.46
H -6.89 -16.06 8.74
H -6.97 -16.59 11.12
H -4.75 -17.68 11.34
H -4.75 -16.47 10.01
H -4.86 -18.18 9.71
H -6.72 -19.44 10.44
H -8.19 -18.80 11.03
C -4.30 -28.30 6.49
O -3.39 -28.76 7.48
C -2.08 -28.23 7.32
C -1.24 -28.73 8.41
C -1.91 -28.44 9.77
N 0.14 -28.13 8.38
H -4.27 -27.20 6.48
H -5.32 -28.55 6.79
H -4.00 -28.70 5.55
H -1.65 -28.57 6.34
H -2.12 -27.11 7.34
H -1.03 -29.81 8.41
H -2.15 -27.38 9.81
H -1.25 -28.73 10.56
H -2.89 -28.92 9.78
H 0.52 -28.34 7.48
H 0.08 -27.10 8.46
C -2.87 -20.81 4.39
O -2.98 -21.65 5.55
C -2.95 -23.06 5.33
C -4.27 -23.58 4.77
C -5.28 -23.49 5.91
N -4.00 -24.92 4.35
H -2.68 -19.81 4.82
H -3.82 -20.84 3.81
H -2.01 -21.08 3.81
H -2.10 -23.31 4.68
H -2.77 -23.55 6.27
H -4.54 -22.94 3.90
H -6.29 -23.38 5.65
H -5.06 -22.67 6.53
H -5.14 -24.43 6.41
H -4.87 -25.47 4.27
H -3.44 -25.04 3.53
C -5.96 -20.00 6.16
O -5.26 -18.92 5.61
C -5.86 -18.52 4.40
C -5.42 -17.11 4.01
C -3.96 -16.95 3.86
N -5.88 -16.03 5.00
H -7.01 -19.66 6.20
H -5.49 -20.22 7.13
H -5.87 -20.89 5.55
H -5.61 -19.16 3.58
H -6.96 -18.47 4.36
H -5.92 -16.90 3.03
H -3.60 -17.69 3.13
H -3.34 -16.97 4.75
H -3.74 -15.95 3.44
H -5.48 -16.19 5.92
H -6.86 -15.93 5.03
C -5.77 -30.07 10.81
O -7.11 -30.44 10.59
C -7.40 -30.74 9.23
C -7.41 -29.49 8.37
C -8.46 -28.56 8.85
N -7.60 -29.85 6.96
H -5.22 -29.99 9.88
H -5.25 -30.82 11.38
H -5.71 -29.11 11.32
H -6.61 -31.38 8.85
H -8.40 -31.17 9.26
H -6.44 -29.00 8.58
H -8.29 -28.14 9.84
H -9.45 -29.03 8.97
H -8.54 -27.67 8.20
H -8.57 -30.03 6.68
H -7.03 -30.66 6.75
C -5.36 -26.32 9.63
O -6.09 -25.17 9.90
C -5.30 -23.97 9.80
C -6.27 -22.78 9.93
C -7.32 -22.75 8.80
N -5.73 -21.44 10.06
H -4.59 -26.58 10.41
H -4.91 -26.24 8.63
H -6.06 -27.16 9.70
H -4.60 -24.04 10.66
H -4.84 -23.85 8.79
H -6.77 -23.00 10.88
H -7.71 -23.68 8.49
H -6.96 -22.34 7.83
H -8.03 -22.02 9.17
H -5.29 -21.29 10.99
H -5.00 -21.28 9.32
C -6.59 -24.79 13.11
O -7.71 -23.95 13.14
C -7.41 -22.66 13.49
C -8.69 -21.80 13.31
C -9.20 -21.71 11.91
N -8.60 -20.42 13.79
H -5.96 -24.44 12.30
H -7.02 -25.81 12.90
H -6.02 -24.71 14.04
H -7.10 -22.62 14.56
H -6.56 -22.24 12.89
H -9.48 -22.27 13.95
H -10.18 -21.18 11.94
H -9.43 -22.70 11.49
H -8.53 -21.13 11.25
H -8.21 -20.31 14.70
H -8.00 -19.86 13.13
*
```

The following is a quantum chemistry calculation of a 9-piece molecular cluster, C36H99N9O9 overall at a distorted geometry, from the OMol25 dataset.

## Properties
SMILES	COC[C@H](C)N.COC[C@H](C)N.COC[C@H](C)N.COC[C@H](C)N.COC[C@H](C)N.COC[C@H](C)N.COC[C@H](C)N.COC[C@H](C)N.COC[C@H](C)N
F_max	3.035	eV Å⁻¹

Structure (ORCA input):
```
! RIJCOSX wB97M-V def2-TZVPD def2/J DEFGRID3
* xyz 0 1
C -5.74 -28.85 -0.81
O -5.08 -28.04 0.14
C -5.82 -26.95 0.66
C -4.90 -26.03 1.43
C -3.88 -25.30 0.61
N -4.21 -26.88 2.46
H -6.66 -29.30 -0.38
H -5.10 -29.56 -1.26
H -6.10 -28.23 -1.64
H -6.20 -26.39 -0.20
H -6.68 -27.30 1.25
H -5.57 -25.40 2.01
H -3.31 -26.13 0.07
H -3.20 -24.72 1.23
H -4.40 -24.61 -0.09
H -3.38 -26.39 2.86
H -3.89 -27.74 2.03
C -5.59 -20.71 11.39
O -5.23 -21.98 10.87
C -5.71 -22.14 9.59
C -5.42 -23.56 9.26
C -3.89 -23.78 8.93
N -6.21 -24.03 8.17
H -5.12 -19.90 10.86
H -5.09 -20.65 12.37
H -6.71 -20.58 11.37
H -6.81 -21.98 9.52
H -5.32 -21.50 8.83
H -5.78 -24.12 10.12
H -3.63 -24.82 9.14
H -3.29 -23.10 9.53
H -3.72 -23.54 7.85
H -6.17 -23.43 7.33
H -5.96 -24.96 7.85
C -7.90 -29.87 8.57
O -6.81 -29.34 7.85
C -7.26 -28.64 6.75
C -6.08 -28.48 5.80
C -4.97 -27.70 6.53
N -6.55 -27.97 4.52
H -8.52 -30.50 7.98
H -8.42 -28.99 8.98
H -7.47 -30.44 9.41
H -8.05 -29.22 6.20
H -7.63 -27.67 6.98
H -5.74 -29.53 5.69
H -5.26 -26.67 6.82
H -4.05 -27.71 5.95
H -4.76 -28.22 7.52
H -5.79 -27.88 3.84
H -7.10 -27.14 4.72
C -14.46 -24.23 6.28
O -14.08 -24.08 4.93
C -15.07 -24.40 3.98
C -15.22 -23.38 2.82
C -15.92 -22.10 3.28
N -16.03 -23.92 1.68
H -14.36 -25.28 6.68
H -15.50 -23.95 6.53
H -13.85 -23.57 6.89
H -14.90 -25.38 3.57
H -16.01 -24.41 4.42
H -14.19 -23.27 2.44
H -15.30 -21.46 3.85
H -16.87 -22.33 3.79
H -16.17 -21.51 2.37
H -17.00 -24.08 1.90
H -15.70 -24.72 1.26
C -4.68 -22.00 3.22
O -4.89 -21.24 4.39
C -6.25 -21.23 4.70
C -6.58 -20.06 5.64
C -7.88 -20.50 6.41
N -6.74 -18.82 4.92
H -4.77 -23.12 3.39
H -3.63 -21.81 2.90
H -5.46 -21.72 2.48
H -6.90 -21.16 3.81
H -6.51 -22.21 5.19
H -5.85 -19.96 6.46
H -8.23 -19.72 7.06
H -7.57 -21.37 7.01
H -8.77 -20.85 5.79
H -6.76 -18.08 5.58
H -5.99 -18.67 4.24
C -10.01 -19.98 -0.54
O -10.34 -18.80 0.29
C -9.91 -18.98 1.63
C -10.36 -17.87 2.54
C -9.92 -16.51 1.98
N -9.89 -18.22 3.89
H -8.94 -19.99 -0.78
H -10.49 -19.77 -1.48
H -10.29 -20.90 -0.02
H -10.36 -19.96 1.96
H -8.80 -19.12 1.78
H -11.46 -17.83 2.55
H -10.41 -16.25 1.03
H -8.82 -16.46 1.83
H -10.11 -15.71 2.69
H -8.87 -18.13 3.95
H -10.17 -17.54 4.62
C -12.42 -25.10 -0.19
O -11.09 -25.15 -0.49
C -10.26 -25.34 0.56
C -8.80 -25.51 -0.02
C -8.33 -24.28 -0.73
N -8.66 -26.67 -0.97
H -12.95 -25.08 -1.13
H -12.62 -24.09 0.24
H -12.89 -25.84 0.46
H -10.25 -24.40 1.17
H -10.63 -26.14 1.25
H -8.25 -25.70 0.86
H -9.04 -24.09 -1.54
H -7.28 -24.60 -1.10
H -8.19 -23.45 0.00
H -9.32 -26.58 -1.75
H -8.72 -27.61 -0.64
C -12.54 -21.07 8.06
O -13.25 -20.61 6.93
C -13.30 -19.20 6.87
C -14.10 -18.76 5.68
C -15.60 -19.00 5.80
N -13.56 -19.35 4.43
H -12.42 -22.13 7.91
H -13.01 -20.80 9.01
H -11.58 -20.58 8.02
H -13.66 -18.91 7.89
H -12.28 -18.78 6.62
H -13.86 -17.67 5.65
H -15.99 -18.56 6.70
H -15.77 -20.07 5.98
H -16.21 -18.73 4.93
H -13.46 -20.37 4.63
H -12.57 -19.02 4.33
C -11.80 -22.08 3.48
O -11.03 -23.15 2.96
C -10.57 -24.10 3.94
C -9.12 -23.80 4.46
C -8.15 -24.09 3.29
N -8.88 -24.80 5.60
H -11.19 -21.42 4.20
H -12.70 -22.49 4.00
H -12.07 -21.51 2.58
H -11.24 -24.04 4.80
H -10.51 -25.09 3.51
H -8.98 -22.80 4.80
H -8.47 -24.93 2.67
H -7.04 -24.15 3.59
H -8.28 -23.30 2.51
H -7.93 -25.12 5.65
H -9.17 -24.43 6.46
*
```

| no. | total energy (eV) |
| --- | --- |
| 1 | -70768.213 |
| 2 | -70770.257 |
| 3 | -70768.880 |